ORCA calculation (ωB97M-V/def2-TZVPD) on a 6-piece molecular cluster, C16H31O18 overall.

```
! RIJCOSX wB97M-V def2-TZVPD def2/J DEFGRID3
* xyz -1 1
O -1.03536 -0.93254 0.00642
C -2.09539 -1.74348 -0.44676
O -3.04907 -1.82057 0.39118
O -2.02544 -2.29018 -1.55208
H -1.46622 -0.74064 0.85665
C 0.89834 -3.54185 1.39538
O 1.20207 -4.48835 2.43053
C 2.22501 -5.28671 2.20123
O 2.87582 -5.35399 1.18985
O 2.41986 -6.02888 3.29795
C 3.56249 -6.86532 3.31924
H 0.48370 -4.10394 0.55894
H 1.76867 -2.95463 1.10735
H 0.12885 -2.83322 1.67712
H 4.00146 -6.90545 2.32222
H 3.28280 -7.88458 3.58399
H 4.24828 -6.46936 4.06529
C -3.15484 -0.81526 4.11957
O -1.89428 -1.32920 3.68606
C -0.83468 -0.57761 3.92157
O -0.75775 0.33377 4.70841
O 0.10875 -0.96341 3.06666
C 1.35271 -0.28896 3.03300
H -3.26653 0.23785 3.87484
H -3.17170 -0.94918 5.20160
H -3.91828 -1.38881 3.60843
H 1.25934 0.66344 3.56991
H 1.55621 0.01638 2.00991
H 2.14466 -0.82926 3.54518
C 1.23505 -0.41260 -2.29721
O 1.36894 -0.19696 -3.70900
C 0.62795 -0.89367 -4.54600
O -0.22304 -1.69368 -4.27935
O 1.02709 -0.57845 -5.78753
C 0.76543 -1.46860 -6.84309
H 1.68145 0.42671 -1.77407
H 1.80384 -1.31544 -2.06368
H 0.20088 -0.56602 -1.99624
H -0.28249 -1.47494 -7.15164
H 1.06934 -2.47624 -6.54588
H 1.35096 -1.17159 -7.71069
C 2.60717 4.06707 -2.42462
O 1.73793 3.20434 -1.73127
C 0.57449 2.91630 -2.32148
O 0.32880 3.04238 -3.48956
O -0.22359 2.42740 -1.39332
C -1.47251 1.85107 -1.69906
H 2.23458 5.09297 -2.41147
H 2.65848 3.78493 -3.48201
H 3.59949 3.96986 -2.00176
H -2.22947 2.64534 -1.69254
H -1.74991 1.15085 -0.91737
H -1.55626 1.32526 -2.64939
C -2.43164 2.76214 2.48144
O -2.85908 3.83831 1.65470
C -1.95816 4.35137 0.82270
O -0.76472 4.24648 0.93466
O -2.57653 5.11686 -0.07062
C -1.75146 6.02796 -0.77332
H -1.61655 3.01777 3.15190
H -2.09406 1.92739 1.85502
H -3.31076 2.36033 2.97485
H -2.35304 6.56636 -1.49838
H -0.94298 5.53651 -1.31483
H -1.32509 6.72617 -0.04955
*
```

=====

ORCA calculation (ωB97M-V/def2-TZVPD) on C29H31BCl3GeI2KN10O2 as an isolated structure.

```
! RIJCOSX wB97M-V def2-TZVPD def2/J DEFGRID3
* xyz 0 1
K 0.09382 0.19024 0.29079
I 5.89677 4.80185 -0.80250
C 4.55757 3.18530 -0.79231
C 3.54034 3.12984 -1.72600
C 2.68159 2.04283 -1.70655
I 1.05084 2.05872 -3.03230
C 2.79977 0.97772 -0.79056
O 1.93913 -0.02941 -0.81901
C 3.81314 1.11025 0.19066
C 3.90114 0.10514 1.31733
N 2.72647 0.07239 2.16693
C 2.61960 1.02254 3.24655
C 1.41238 0.71808 4.11160
C 0.63110 1.75304 4.61596
C -0.47229 1.45059 5.39625
C -0.77206 0.12157 5.64575
C 0.06656 -0.84270 5.10547
N 1.12842 -0.56080 4.35744
C 4.67891 2.19311 0.16666
H 3.40484 3.91997 -2.45045
H 4.76870 0.33230 1.93885
H 4.05539 -0.89544 0.90660
H 1.88889 0.07794 1.61053
H 2.53482 2.07009 2.91734
H 3.52527 0.94855 3.85682
H 0.88394 2.78295 4.39617
H -1.09387 2.24224 5.79602
H -1.63021 -0.15880 6.24101
H -0.11568 -1.89767 5.28343
H 5.45107 2.26477 0.92268
C -1.45220 -3.80129 1.24274
C -1.37068 -2.43164 1.54802
N -1.36550 -1.69576 0.45194
N -1.42982 -2.55889 -0.58531
C -1.48029 -3.83703 -0.12792
B -1.69270 -2.09028 -2.02183
N -2.46327 -0.74889 -2.03092
C -3.61438 -0.45281 -2.67607
C -3.83082 0.90081 -2.56180
C -2.72553 1.35955 -1.82733
N -1.90669 0.36683 -1.51564
N -0.40564 -1.82212 -2.91091
C -0.56250 -1.55193 -4.21266
C 0.65641 -1.25783 -4.78518
C 1.55571 -1.34569 -3.74062
N 0.91072 -1.68433 -2.61830
N -2.52884 -3.17091 -2.71218
C -3.72849 -3.63299 -2.27818
C -4.12153 -4.64014 -3.12042
C -3.07588 -4.72695 -4.06077
N -2.12595 -3.84436 -3.81281
H -1.47827 -4.63665 1.92017
H -1.28783 -1.95572 2.51486
H -1.54238 -4.67623 -0.79980
H -4.19729 -1.21176 -3.16967
H -4.65631 1.47027 -2.95138
H -2.49417 2.37108 -1.52762
H -1.53817 -1.58532 -4.66417
H 0.86085 -0.99905 -5.80794
H 2.61879 -1.17762 -3.73225
H -4.20418 -3.22253 -1.40175
H -5.02106 -5.22837 -3.06776
H -2.97898 -5.39499 -4.90164
Cl 1.67741 -2.49381 0.92391
Ge 2.08368 -2.26420 -1.13956
Cl 4.12861 -1.95128 -1.69007
Cl 1.81624 -4.33901 -1.75106
C -0.64731 4.49482 1.27137
C -1.94456 3.79004 1.69584
C -1.52280 2.31491 1.83681
O -0.15418 2.23510 1.41431
C 0.09111 3.36530 0.57518
H -0.07631 4.81991 2.14222
H -0.81708 5.35294 0.62328
H -2.70343 3.89561 0.92028
H -2.35313 4.18774 2.62275
H -2.14174 1.66030 1.21006
H -1.56741 1.95768 2.86540
H -0.32679 3.19426 -0.42575
H 1.16820 3.50605 0.48896
*
```

=====

ORCA calculation (ωB97M-V/def2-TZVPD) on one molecule with the formula C4H8N4.

```
! RIJCOSX wB97M-V def2-TZVPD def2/J DEFGRID3
* xyz 0 1
C -1.59790 -0.75887 0.00780
C -0.15161 -0.28024 0.32978
C 1.50688 1.36170 0.18519
C 2.16466 0.02069 -0.46092
H -2.93935 0.88188 0.43508
H -2.47213 1.15415 -0.85914
H -1.41562 -1.30950 -0.94411
H -2.03900 -1.23033 0.85188
H 1.86909 1.56958 1.30324
H 1.79022 2.22657 -0.20875
H 3.14216 -0.23028 -0.90483
H 0.36925 -2.27545 0.45039
N -2.64010 0.32997 -0.37160
N 0.03759 0.95999 0.11876
N 1.76705 -1.10040 -0.30082
N 0.60883 -1.31947 0.36805
*
```

SMILES: NCC1=NCC=NN1

=====

no.,Kohn-Sham gap (eV),E_HOMO (eV),strongest force on any atom (eV/A)
1,7.15,-4.64,2.56
2,7.86,-7.96,2.78
3,9.92,-8.97,7.06